No. 1
Formula: C6H13AlO4
Source: the Open Molecules 2025 dataset
Level of theory: ωB97M-V with the def2-TZVPD basis set

Frontier orbital gap, Eh: 0.30409
E_LUMO, Eh: 0.0131
Relative energy (zero: lowest compared OMol25 entry of this formula, charge and spin), kcal/mol: 0.00
HOMO level, eV: -7.9168

CARTESIAN COORDINATES (ANGSTROEM)
O1 2.65441 -0.10400 -1.34479
C1 2.23333 0.74592 -0.41129
C2 2.08290 0.34780 0.89198
O2 2.67880 -0.86930 1.21064
C3 2.24219 -1.46961 2.41530
Al1 3.17502 -1.76840 -0.53232
H1 2.34552 1.82386 -0.60111
H2 2.00085 1.05129 1.72356
H3 2.87505 -2.34852 2.58826
H4 2.35104 -0.76854 3.25603
H5 1.19047 -1.78494 2.33126
H6 0.23790 1.47459 -1.02815
H7 -0.26822 0.53764 0.71107
O3 -0.81615 1.60799 -0.96240
C4 -3.64335 -1.68810 1.02298
O4 -2.93119 -0.48079 1.10792
C5 -2.22904 -0.17538 -0.06936
C6 -1.26005 0.96178 0.17526
H8 -4.19426 -1.88247 1.95911
H9 -4.35716 -1.61073 0.19302
H10 -2.96198 -2.53736 0.83068
H11 -2.93341 0.10525 -0.87447
H12 -1.66090 -1.05760 -0.42262
H13 -1.71534 1.69843 0.85702

---

No. 2
Formula: C4H13N3
Source: the Open Molecules 2025 dataset
Level of theory: ωB97M-V with the def2-TZVPD basis set

Frontier orbital gap, Eh: 0.35737
E_LUMO, Eh: -0.2496
Charge: +2
Relative energy (zero: lowest compared OMol25 entry of this formula, charge and spin), kcal/mol: 30.87
HOMO level, eV: -16.5165
SMILES: N/C=C(\[NH3+])CC[NH3+]

CARTESIAN COORDINATES (ANGSTROEM)
C1 -1.45891 0.44529 0.89492
C2 -0.10913 0.95278 0.39405
C3 0.93756 -0.05705 -0.03569
C4 1.01829 -0.48581 -1.30836
N1 1.84101 -1.40714 -1.83724
N2 1.74297 -0.68428 1.04587
N3 -2.61905 0.87398 0.00143
H1 -1.51744 -0.63139 0.99431
H2 -1.74652 0.82717 1.87885
H3 -0.18319 1.65239 -0.44275
H4 0.29656 1.65451 1.12332
H5 0.37523 0.02112 -2.01048
H6 1.68346 -1.84694 -2.73714
H7 2.56557 -1.83592 -1.28138
H8 2.69187 -0.90229 0.72339
H9 1.31315 -1.53110 1.41996
H10 1.87483 -0.01433 1.80558
H11 -2.76360 1.88602 0.03581
H12 -2.45365 0.66284 -0.98312
H13 -3.48902 0.42017 0.31868

---

No. 3
Formula: C13H35BFN4NbO5S
Source: the Open Molecules 2025 dataset
Level of theory: ωB97M-V with the def2-TZVPD basis set

Frontier orbital gap, Eh: 0.27152
E_LUMO, Eh: -0.0100
Relative energy (zero: lowest compared OMol25 entry of this formula, charge and spin), kcal/mol: 22.67
HOMO level, eV: -7.6594

CARTESIAN COORDINATES (ANGSTROEM)
N1 -2.18269 7.91849 -1.47819
C1 -1.61272 7.37663 -2.45455
C2 -1.74237 5.96487 -2.88234
Nb1 -0.63964 4.46924 -1.56907
N2 -0.49924 5.74651 0.09007
N3 -2.50584 3.85343 -0.82589
O1 1.11840 5.17246 -2.35353
B1 2.14975 5.29598 -1.48817
O2 3.12765 4.32886 -1.53476
O3 2.29303 6.32822 -0.58207
S1 0.53793 2.47048 -0.42432
O4 1.18056 2.84898 0.79456
O5 -0.44498 1.44537 -0.16247
F1 1.59811 1.69068 -1.35315
H1 -2.77328 7.23229 -1.00394
H2 -0.97863 8.01600 -3.04848
H3 -1.26957 5.87599 -3.84581
H4 -2.79377 5.72840 -2.94834
H5 -0.88768 3.32012 -2.98027
H6 -0.08735 6.65833 -0.08966
H7 -1.41089 5.92759 0.49224
H8 -3.01542 4.64774 -0.45255
H9 -2.42601 3.20855 -0.04130
H10 3.57288 4.32901 -0.67585
H11 2.26654 6.02396 0.33586
C3 0.07789 -6.18576 3.03247
C4 -0.29386 -5.61466 1.66289
C5 0.92594 -5.20242 0.82969
C6 1.45294 -3.77018 0.84625
N4 0.55873 -2.59908 0.55032
C7 -0.22876 -2.13837 1.75365
C8 0.77357 -1.43797 2.65533
C9 1.74809 -0.76516 1.68504
C10 1.49296 -1.40129 0.32467
C11 -0.26556 -2.69006 -0.71425
C12 -1.52986 -3.56154 -0.73795
C13 -1.47454 -4.77811 -1.66537
H12 0.69625 -5.48841 3.60240
H13 -0.81734 -6.39730 3.61642
H14 0.63353 -7.11740 2.92585
H15 -0.99679 -4.80136 1.81190
H16 -0.84524 -6.37926 1.11279
H17 0.78257 -5.48914 -0.21236
H18 1.76944 -5.81813 1.15329
H19 2.23341 -3.71760 0.08979
H20 1.92789 -3.56143 1.80356
H21 -0.98649 -1.44847 1.38497
H22 -0.70102 -2.97902 2.24839
H23 1.29872 -2.15409 3.28851
H24 0.28744 -0.72895 3.32033
H25 2.78269 -0.88916 2.00089
H26 1.55775 0.30561 1.62425
H27 2.38707 -1.73243 -0.19316
H28 0.96209 -0.69397 -0.30727
H29 0.42989 -2.94685 -1.51274
H30 -0.59148 -1.66698 -0.88379
H31 -2.31609 -2.92117 -1.14048
H32 -1.88093 -3.83078 0.25476
H33 -0.99274 -4.52840 -2.61063
H34 -2.48320 -5.12269 -1.88981
H35 -0.94974 -5.62623 -1.22864